10
Properties=species:S:1:pos:R:3:forces:R:3 method="wB97M-V/def2-TZVPD" homo_energy_ev=-17.52 orbital_gap_ev=13.88 total_charge=+1 energy_ha=-229.6514 molar_mass_g_mol=55.1 relative_energy_kj_mol=27.8
O -1.4115 -1.6120 -0.2526 0.17 -0.04 0.40
H -2.1272 -1.4600 -0.8711 -0.21 -0.09 -0.23
H -1.0357 -2.4918 -0.3869 -0.36 -0.01 -0.18
O 0.9682 1.9938 0.0586 0.21 0.46 0.39
H 0.6313 2.2757 -0.7939 -0.04 0.18 -0.29
H 0.7964 2.6993 0.7043 0.08 -0.27 -0.16
O 0.5532 -0.3355 0.4439 -0.34 -0.47 0.23
H 0.8743 0.6940 0.3324 -0.41 -0.38 -0.04
H 1.1693 -1.0748 0.5738 0.01 0.58 -0.02
H -0.4184 -0.6886 0.1914 0.89 0.04 -0.09

***

145
Properties=species:S:1:pos:R:3:forces:R:3 method="wB97M-V/def2-TZVPD" homo_energy_ev=-1.28 orbital_gap_ev=4.68 total_charge=-2 energy_ha=-5523.6024 molar_mass_g_mol=1272.1 relative_energy_kj_mol=105.0
Ti 0.0828 -0.2464 -0.7973 -3.13 -1.43 -0.97
C 0.3126 -3.2544 -5.6749 -0.08 -0.15 -0.14
C -0.3532 -3.4024 -4.4635 0.07 -0.16 -0.21
C -0.1679 -2.5097 -3.4308 0.17 0.24 0.20
C 0.6993 -1.4061 -3.5890 -0.22 -0.05 -0.40
C 1.3799 -1.2773 -4.8207 0.15 0.19 0.21
C 1.1840 -2.1855 -5.8371 -0.07 -0.15 -0.02
N 0.8039 -0.4699 -2.6045 -0.25 -0.56 0.19
N 1.4404 0.6787 -2.9538 1.35 1.75 0.00
C 1.0335 1.7534 -2.2952 0.23 -1.31 -1.19
C 1.5599 3.0391 -2.5936 -0.05 1.26 0.32
C 0.9525 4.1519 -2.0686 0.78 -0.77 -0.70
C -0.1958 4.0045 -1.2741 -0.96 -0.52 0.66
C -0.6165 2.7309 -0.9543 -0.27 0.88 -0.33
N 0.0079 1.6341 -1.3927 0.31 0.94 0.13
H 0.1386 -3.9503 -6.4853 0.00 -0.06 -0.02
H -1.0416 -4.2255 -4.3363 -0.10 -0.08 0.11
H -0.7404 -2.6125 -2.5174 -0.06 0.00 -0.03
H 2.0485 -0.4377 -4.9421 -0.07 0.04 -0.03
H 1.6996 -2.0536 -6.7816 0.06 0.02 -0.02
H 2.4168 3.1015 -3.2462 0.10 0.00 -0.01
H 1.3353 5.1444 -2.2720 0.07 0.01 -0.10
H -0.7214 4.8635 -0.8856 -0.07 0.02 0.05
H -1.5017 2.5456 -0.3462 0.11 0.11 0.01
C 2.4476 -4.6601 0.6943 -0.01 -0.01 0.00
C 1.8170 -3.5974 1.5026 0.03 -0.17 0.18
N 1.8501 -3.4916 2.7959 0.55 -0.66 0.10
N 1.0048 -2.4806 3.1047 -0.32 0.14 -1.20
C 0.4933 -1.9158 1.9911 0.00 -0.37 0.19
S -0.6889 -0.7781 1.7957 -0.14 0.34 0.30
N 1.0309 -2.6209 0.9589 0.18 0.01 1.34
N 0.5964 -2.4147 -0.3328 -0.57 -0.55 -0.68
H 3.0377 -5.2997 1.3452 -0.01 -0.02 -0.01
H 3.0890 -4.2383 -0.0799 0.04 -0.02 -0.07
H 1.6485 -5.2372 0.2207 0.07 -0.06 -0.05
H 0.9926 -2.0830 4.0278 -0.04 0.04 -0.13
H 1.2551 -2.8180 -1.0009 0.04 0.20 0.21
H -0.3090 -2.9763 -0.4319 0.51 0.33 0.10
C 0.5608 7.1105 2.8442 0.02 0.15 -0.02
C 1.1431 6.5677 1.7123 0.10 0.27 -0.08
C 1.1311 5.1971 1.5118 0.15 -0.13 -0.11
C 0.5290 4.3501 2.4272 0.04 -0.45 -0.25
C -0.0332 4.9038 3.5671 -0.02 0.00 0.20
C -0.0208 6.2709 3.7800 -0.09 0.05 0.19
Sb 0.4050 2.1877 2.0219 -0.46 0.77 0.75
C -1.6763 2.2564 2.7389 0.62 -0.10 -0.12
C -2.2915 1.2462 3.4622 0.00 -0.07 0.19
C -3.6533 1.2673 3.7062 -0.16 -0.11 0.13
C -4.4262 2.3222 3.2574 -0.11 0.05 0.06
C -3.8216 3.3543 2.5609 -0.13 0.13 -0.14
C -2.4675 3.3024 2.2833 0.07 0.19 -0.08
C 1.4304 1.9505 3.9234 -0.36 -0.15 -0.41
C 2.7376 2.4134 3.9381 0.05 0.10 0.04
C 3.4775 2.4083 5.1053 0.00 0.16 0.02
C 2.9154 1.9236 6.2751 0.14 -0.04 0.20
C 1.6225 1.4302 6.2636 -0.09 -0.10 0.20
C 0.8845 1.4436 5.0893 -0.15 -0.07 0.00
H 0.5601 8.1826 2.9999 0.01 0.02 -0.01
H 1.5993 7.2196 0.9785 0.06 0.02 -0.06
H 1.5922 4.7717 0.6318 0.03 0.03 -0.15
H -0.4951 4.2504 4.2942 -0.09 -0.02 0.13
H -0.4739 6.6852 4.6729 -0.01 0.00 0.03
H -1.7132 0.4059 3.8127 -0.07 -0.04 0.04
H -4.1109 0.4436 4.2366 -0.06 -0.06 0.08
H -5.4905 2.3404 3.4476 -0.08 0.00 0.01
H -4.4053 4.1983 2.2170 -0.06 0.00 -0.07
H -2.0053 4.0985 1.7110 -0.09 0.09 -0.02
H 3.1729 2.7747 3.0174 0.15 0.13 -0.15
H 4.4963 2.7661 5.1095 0.11 0.09 0.02
H 3.4941 1.9219 7.1882 0.04 -0.01 0.09
H 1.1797 1.0442 7.1759 0.02 0.00 -0.01
H -0.1281 1.0652 5.0877 -0.09 0.00 0.07
F 7.8321 1.5569 2.9779 -0.67 -0.34 0.16
C 6.6190 0.9235 3.0041 0.97 0.30 -2.69
C 6.0405 0.5934 1.7990 -0.61 0.08 2.15
N 4.8051 -0.0299 1.7648 1.66 0.84 -0.44
C 4.1278 -0.2787 0.5162 -0.87 -0.15 -0.43
C 2.8601 0.6223 0.3681 0.49 0.10 -0.02
O 2.9760 1.8274 0.5610 0.53 0.07 0.19
O 1.8179 0.0002 0.0426 1.40 -0.07 0.49
C 4.1058 -0.2599 2.9153 -1.14 -0.85 0.43
O 2.9613 -0.6877 2.9038 0.75 0.34 -0.05
N 4.7931 -0.0584 4.0798 1.30 0.66 0.20
C 6.0409 0.6179 4.2531 -1.50 -0.88 2.24
O 6.4454 0.8384 5.3958 -0.09 -0.07 -1.50
H 6.4937 0.8575 0.8619 0.09 -0.03 -0.17
H 3.8278 -1.3327 0.4651 0.06 0.25 0.03
H 4.7972 -0.0462 -0.3114 0.04 -0.02 0.07
H 4.2519 -0.1780 4.9262 -0.01 0.04 -0.04
N -1.6042 -0.4890 -1.1647 2.21 -0.34 0.75
C -2.8850 -0.2769 -1.2919 -2.39 0.10 -0.13
C -3.7074 0.0435 -0.1727 0.49 -0.14 -0.32
C -5.0595 0.2273 -0.3196 -0.33 0.12 0.00
C -5.6676 0.1264 -1.5669 -0.20 0.09 0.05
C -4.8852 -0.1709 -2.6759 -0.37 0.05 -0.02
C -3.5342 -0.3768 -2.5537 0.43 0.07 0.30
H -3.2426 0.1114 0.8041 0.00 0.03 0.03
H -5.6546 0.4593 0.5566 -0.06 0.01 0.03
H -6.7344 0.2744 -1.6679 -0.07 0.00 -0.02
H -5.3488 -0.2545 -3.6517 -0.04 -0.01 -0.07
H -2.9273 -0.6128 -3.4162 0.10 -0.06 -0.06
C -5.5090 -4.5941 2.7876 0.31 0.05 -0.05
C -4.0274 -4.2026 2.7233 -0.32 0.48 0.56
C -3.4188 -4.1508 4.1319 -0.11 -0.05 -0.36
C -3.8604 -2.8399 2.0557 0.07 -0.25 0.00
O -3.3465 -5.2108 2.0236 0.08 -0.20 0.14
Si -3.1125 -5.3792 0.4089 0.60 0.07 -0.15
S -1.2879 -4.6912 -0.2415 -0.22 0.19 0.02
O -4.4729 -4.7615 -0.2719 -0.02 -0.09 0.41
C -4.8580 -4.6145 -1.6140 -0.45 0.22 -0.98
C -3.7240 -4.0378 -2.4632 -0.16 -0.16 0.20
C -6.0421 -3.6342 -1.6409 0.35 -0.23 0.15
C -5.2844 -5.9807 -2.1692 0.15 0.27 0.21
O -3.1974 -7.0173 0.1956 -0.45 0.01 -0.12
C -2.1231 -7.9162 0.2886 0.58 -0.72 -0.19
C -1.1438 -7.5311 1.4002 -0.04 -0.03 -0.10
C -2.7195 -9.2960 0.6013 0.04 0.33 -0.06
C -1.3774 -7.9568 -1.0517 -0.18 0.03 0.16
H -6.0875 -3.8807 3.3686 -0.09 0.16 0.11
H -5.6065 -5.5826 3.2318 -0.02 -0.12 0.08
H -5.8935 -4.6286 1.7731 -0.13 -0.02 -0.11
H -3.9397 -3.4154 4.7409 -0.07 0.10 0.11
H -2.3705 -3.8670 4.0598 0.11 0.00 0.00
H -3.4876 -5.1263 4.6097 -0.01 -0.12 0.05
H -4.3417 -2.0606 2.6402 -0.09 0.16 0.12
H -4.2982 -2.8562 1.0638 -0.09 0.13 -0.11
H -2.8034 -2.6040 1.9520 0.08 0.07 0.00
H -3.3738 -3.1037 -2.0263 0.06 0.03 -0.05
H -4.0682 -3.8542 -3.4787 -0.10 0.07 -0.13
H -2.8920 -4.7357 -2.4885 0.14 0.00 -0.08
H -5.7051 -2.6454 -1.3331 -0.03 0.07 0.00
H -6.8250 -3.9672 -0.9607 -0.08 -0.08 0.08
H -6.4541 -3.5671 -2.6478 -0.01 0.04 -0.07
H -4.4703 -6.6826 -2.0206 0.10 -0.19 -0.06
H -5.5158 -5.9109 -3.2296 -0.04 0.03 -0.15
H -6.1558 -6.3555 -1.6370 -0.13 -0.04 0.10
H -1.7071 -7.2149 2.2717 -0.05 -0.03 0.28
H -0.5384 -6.6890 1.0767 0.07 -0.04 0.11
H -0.4992 -8.3695 1.6570 0.06 -0.18 0.04
H -3.1131 -9.3046 1.6155 -0.06 -0.03 0.14
H -1.9514 -10.0631 0.5078 0.04 -0.10 0.03
H -3.5369 -9.5178 -0.0823 -0.04 -0.01 -0.12
H -1.0259 -6.9519 -1.2803 0.06 -0.09 -0.05
H -2.0447 -8.2814 -1.8483 -0.10 -0.12 -0.10
H -0.5294 -8.6361 -0.9899 0.13 -0.14 -0.04

***

10
Properties=species:S:1:pos:R:3:forces:R:3 method="wB97M-V/def2-TZVPD" homo_energy_ev=-9.55 orbital_gap_ev=10.68 energy_ha=-333.6178 smiles=CNC(F)F molar_mass_g_mol=81.1 relative_energy_kj_mol=220.6
C 0.5363 0.3336 -0.2322 1.73 -0.50 2.79
N -0.7468 0.4704 0.4763 -1.96 -1.55 -1.59
C -1.4523 -1.1797 0.6013 3.88 3.07 -1.97
F -1.5604 -1.6988 -0.6517 -0.14 0.13 -0.03
F -2.6259 -1.0610 1.1008 -1.37 0.04 1.03
H 1.2606 -0.2501 0.5455 -1.27 1.35 -2.17
H 0.3850 -0.2322 -1.1347 0.55 -0.22 -0.57
H 0.9655 1.3700 -0.4412 -0.50 -1.46 0.28
H -1.2550 1.0905 -0.2862 0.03 -2.09 2.18
H -0.7159 -1.8687 1.1200 -0.95 1.24 0.05

***

41
Properties=species:S:1:pos:R:3:forces:R:3 method="wB97M-V/def2-TZVPD" homo_energy_ev=-5.75 orbital_gap_ev=8.46 total_charge=-1 energy_ha=-1586.7933 molar_mass_g_mol=335.7 relative_energy_kj_mol=100.3
Cl 13.7235 -25.2585 5.7224 -0.18 -0.31 -0.51
C 10.4358 -26.8654 4.2235 -0.24 -0.31 0.72
O 9.4449 -27.5644 4.0159 0.09 0.24 -0.24
N 11.7058 -27.3111 4.0660 0.06 -0.04 -0.56
N 10.3540 -25.6057 4.7448 0.03 0.65 -0.08
H 12.5097 -26.7512 4.3263 -0.07 0.00 0.15
H 11.8146 -28.2656 3.7789 0.06 0.00 0.06
H 9.4626 -25.1696 4.8797 -0.15 -0.29 -0.14
H 11.1634 -25.0117 4.8473 0.18 -0.26 0.16
C 13.0495 -21.5517 4.9275 0.71 0.00 0.26
O 13.5516 -21.8708 5.9799 -0.43 0.25 0.12
N 12.6961 -22.4539 3.9361 0.09 -0.78 -0.58
N 12.7747 -20.2423 4.6027 -0.07 -0.62 -0.30
H 13.0253 -23.4027 4.1176 0.03 0.18 0.59
H 12.9366 -22.2162 2.9837 -0.20 0.38 0.08
H 12.9312 -19.5495 5.3064 0.09 0.21 -0.17
H 12.4879 -20.0580 3.6608 -0.19 0.55 0.19
C 15.2406 -27.0868 2.1266 0.80 0.33 0.48
O 15.8805 -27.6236 3.0189 -0.47 -0.09 -0.07
N 14.5204 -25.9439 2.2900 0.10 -0.08 -0.25
N 15.2780 -27.5808 0.8448 -0.35 -0.14 -0.04
H 14.4547 -25.5236 3.2058 -0.03 -0.10 0.29
H 14.0319 -25.5441 1.5119 -0.18 0.02 0.14
H 15.0317 -27.0122 0.0577 0.04 -0.12 -0.10
H 15.8501 -28.3960 0.7349 0.09 0.07 -0.20
C 14.7336 -25.8071 9.7761 -0.10 1.20 -0.68
O 15.3455 -24.8777 9.2899 0.22 0.06 0.30
N 14.1778 -26.8018 9.0136 0.07 -0.13 0.73
N 14.4152 -25.8660 11.1150 -0.18 -1.00 -0.51
H 14.3584 -26.7615 8.0210 0.14 -0.07 -0.01
H 14.0510 -27.6846 9.4780 -0.14 -0.22 -0.52
H 14.7202 -25.1618 11.7538 0.16 -0.04 0.01
H 13.9702 -26.7211 11.3936 -0.09 0.32 0.69
C 13.0964 -29.3042 6.8201 -0.67 -0.07 -0.43
O 13.1968 -30.5091 7.0452 0.15 0.18 0.22
N 11.9958 -28.5795 7.2093 0.25 0.00 0.10
N 13.9967 -28.6042 6.0875 0.32 -0.46 0.24
H 12.0307 -27.5722 7.2160 -0.09 0.01 -0.06
H 11.3331 -29.0545 7.7921 0.01 0.03 0.03
H 13.8695 -27.6459 5.7933 0.10 0.25 0.07
H 14.8052 -29.1268 5.8033 0.05 0.20 -0.18

***

74
Properties=species:S:1:pos:R:3:forces:R:3 method="wB97M-V/def2-TZVPD" homo_energy_ev="-13.71 / -14.38" orbital_gap_ev="5.76 / 5.37" total_charge=+2 energy_ha=-2199.7905 s2=6.092 multiplicity=5 molar_mass_g_mol=682.8 relative_energy_kj_mol=306.0
Os -0.0039 0.8082 2.0430 1.21 -2.88 -4.44
C 2.4851 -0.1056 0.9689 -0.32 0.74 0.91
C 2.0962 0.7452 2.0962 1.94 -0.44 1.03
C 1.4617 -1.4930 2.4836 0.44 -0.43 -0.19
C 2.1221 -1.4326 1.2480 -0.20 -0.78 0.11
C 1.4562 -0.1622 3.0944 0.03 1.21 -0.02
C 3.3009 0.3221 -0.1934 -0.27 0.32 -0.55
H 3.3047 1.4126 -0.2915 0.06 -0.21 -0.03
H 2.9238 -0.1113 -1.1338 0.21 0.06 0.36
H 4.3494 -0.0050 -0.0960 -0.33 0.00 0.18
C 2.4940 -2.6376 0.4528 -0.06 -0.04 -0.23
H 3.1384 -2.3832 -0.3924 -0.09 -0.03 0.12
H 1.6064 -3.1461 0.0584 0.10 0.09 0.13
H 3.0347 -3.3609 1.0783 -0.14 0.17 -0.08
C 0.9542 -2.7230 3.1139 -0.46 0.02 0.09
H 1.7770 -3.4095 3.3552 -0.03 0.12 -0.09
H 0.2671 -3.2554 2.4411 0.23 0.10 0.02
H 0.4204 -2.4916 4.0361 0.06 -0.15 -0.05
C 1.3428 0.1034 4.5593 0.20 0.13 0.68
H 0.9716 -0.7917 5.0779 0.24 0.38 -0.01
H 0.6235 0.9214 4.7103 0.46 -0.41 0.33
H 2.3061 0.4188 4.9788 -0.16 -0.24 0.11
C 2.7977 2.0188 2.4473 0.32 0.36 0.29
H 3.5517 1.8505 3.2295 -0.06 0.06 -0.24
H 2.0808 2.7553 2.8240 0.42 -0.04 -0.06
H 3.3013 2.4324 1.5681 -0.06 0.04 0.24
C 1.1554 -1.0189 -5.4075 0.60 0.34 -0.08
C 1.9021 -0.0867 -4.8005 0.28 -0.35 -0.50
C 1.3805 0.9110 -3.8017 0.29 0.27 -0.07
C 0.6325 0.2860 -2.5916 0.31 1.01 -0.08
C -0.8515 0.4611 -2.6385 3.01 0.71 2.47
C -1.6715 -0.2994 -3.3537 -1.59 -1.99 -1.70
C -1.1348 -1.4606 -4.1638 -0.92 -0.75 0.76
C -0.3533 -1.0609 -5.4390 0.03 -0.04 -0.24
H 0.7344 1.6499 -4.3006 0.13 -0.07 0.13
H 1.0373 0.7556 -1.6783 -0.33 -0.20 -0.25
H 2.2449 1.4670 -3.3984 -0.41 -0.10 -0.23
H -0.7378 -0.0961 -5.7972 0.08 -0.17 -0.11
H 1.6358 -1.7607 -6.0659 -0.11 0.58 0.31
H 2.9720 0.0412 -5.0585 -0.70 -0.52 0.29
H -0.6081 -1.8198 -6.1950 -0.18 0.39 0.27
H -0.5183 -2.1121 -3.5258 -0.11 0.19 -0.17
H -2.7581 -0.1721 -3.3323 0.30 0.32 -0.32
H -2.0072 -2.0594 -4.4599 0.29 0.13 0.08
H 0.8864 -0.7853 -2.5088 -0.32 0.16 -0.05
H -0.1060 2.0394 3.0830 0.93 -0.29 -0.37
P -1.3898 1.2946 -0.6024 -2.49 0.78 -1.03
C -2.6459 2.2093 -1.6373 0.24 -0.18 -0.09
C -0.3129 2.7364 -0.2158 0.12 -0.37 0.30
P -2.0035 1.2307 2.5225 -5.87 0.94 1.47
C -2.6821 1.1916 0.8054 0.50 0.10 0.30
C -2.6360 2.7988 3.2215 0.47 0.05 0.02
C -2.8998 -0.0265 3.4719 0.22 -0.42 0.12
H -3.4791 1.5151 -1.8191 0.16 0.26 0.02
H -2.2144 2.5205 -2.5973 -0.21 0.05 0.20
H -3.0084 3.0849 -1.0829 0.08 -0.18 -0.27
H -0.9331 3.5919 0.0723 0.18 -0.11 -0.06
H 0.2689 2.9737 -1.1099 0.04 0.07 0.13
H 0.4055 2.4978 0.6041 -0.05 0.37 -0.30
H -3.9524 0.2567 3.5963 0.23 0.03 -0.09
H -2.4247 -0.1078 4.4578 -0.19 0.02 -0.12
H -2.8355 -0.9997 2.9717 0.00 0.20 0.05
H -3.2205 0.2478 0.5915 0.40 0.26 0.23
H -3.3565 2.0577 0.7191 0.31 -0.26 -0.05
H -2.8735 2.6397 4.2807 0.03 0.10 -0.24
H -3.5297 3.1324 2.6798 0.17 -0.18 0.24
H -1.8612 3.5703 3.1512 -0.24 -0.04 0.01
F -0.2467 -3.2438 -1.3773 -0.81 0.05 0.60
C -1.3516 -3.3514 -0.5526 -0.01 -1.06 -0.15
F -2.3092 -3.9897 -1.2586 0.93 0.81 0.73
F -0.9837 -4.1700 0.4842 -0.28 0.79 -0.91
C -1.7733 -1.9286 -0.0225 -0.64 0.22 -0.28
O -2.8798 -1.4905 -0.3799 1.37 -0.42 0.25
O -0.8695 -1.4011 0.7016 -0.01 0.31 0.15

***

14
Properties=species:S:1:pos:R:3:forces:R:3 method="wB97M-V/def2-TZVPD" homo_energy_ev=-9.68 orbital_gap_ev=10.83 energy_ha=-311.7351 smiles=FCC[C@H]1CN1 molar_mass_g_mol=89.1 relative_energy_kj_mol=221.3
F 2.6134 0.5389 -0.3785 0.83 -0.01 0.25
C 1.7903 -0.2454 0.4558 0.51 1.65 -0.55
C 0.5291 -0.4042 -0.3928 0.80 -0.36 0.00
C -0.7015 -0.0931 0.3973 -1.49 -2.62 0.86
C -1.6997 0.9418 0.0024 1.72 -1.03 -1.10
N -2.0179 -0.5152 -0.2678 2.37 0.69 -1.85
H 2.3432 -1.1366 0.6779 0.06 -0.78 -0.13
H 1.7579 0.3185 1.4172 -0.77 -0.30 -0.70
H 0.6494 -1.3216 -1.0193 -0.82 -0.31 1.27
H 0.5947 0.2606 -1.2435 0.17 1.02 0.19
H -0.7480 -0.5539 1.4546 0.44 1.42 -1.47
H -2.0767 1.2997 0.9096 -1.59 0.72 0.73
H -1.5012 1.7056 -0.7962 -0.12 -1.10 0.78
H -1.5329 -0.7950 -1.2167 -2.12 1.01 1.72

***

Copy entry 3 word for word.
10
Properties=species:S:1:pos:R:3:forces:R:3 method="wB97M-V/def2-TZVPD" homo_energy_ev=-9.55 orbital_gap_ev=10.68 energy_ha=-333.6178 smiles=CNC(F)F molar_mass_g_mol=81.1 relative_energy_kj_mol=220.6
C 0.5363 0.3336 -0.2322 1.73 -0.50 2.79
N -0.7468 0.4704 0.4763 -1.96 -1.55 -1.59
C -1.4523 -1.1797 0.6013 3.88 3.07 -1.97
F -1.5604 -1.6988 -0.6517 -0.14 0.13 -0.03
F -2.6259 -1.0610 1.1008 -1.37 0.04 1.03
H 1.2606 -0.2501 0.5455 -1.27 1.35 -2.17
H 0.3850 -0.2322 -1.1347 0.55 -0.22 -0.57
H 0.9655 1.3700 -0.4412 -0.50 -1.46 0.28
H -1.2550 1.0905 -0.2862 0.03 -2.09 2.18
H -0.7159 -1.8687 1.1200 -0.95 1.24 0.05